[1]
Below is a single C26H21BrFN3O3 molecule in a non-equilibrium geometry, with properties calculated with ωB97M-V with the def2-TZVPD basis set.

```
55
Properties=species:S:1:pos:R:3:forces:R:3
C -1.84769 1.01279 -5.31033 0.02 -0.07 -0.03
C -2.36210 0.34139 -4.07303 -0.16 -0.03 -0.07
C -1.56919 0.25177 -2.94007 -0.06 -0.17 0.25
C -2.03034 -0.38178 -1.78518 -0.59 -0.06 -0.59
C -3.31390 -0.93679 -1.78472 0.16 0.08 0.01
C -4.10381 -0.85290 -2.91186 -0.04 -0.03 0.00
C -3.63472 -0.21773 -4.05041 0.13 0.06 0.02
H -4.26057 -0.15280 -4.92867 -0.07 0.02 -0.09
H -5.09499 -1.28199 -2.90737 -0.08 -0.04 0.01
H -3.66649 -1.42483 -0.89071 -0.08 -0.06 0.08
C -1.21432 -0.47181 -0.59878 0.72 -0.13 0.87
N -1.60246 -1.05666 0.47554 -0.68 0.01 -0.81
N -0.67116 -0.98410 1.42769 1.06 0.51 -0.10
C -0.83141 -1.56768 2.65694 -0.33 -0.28 0.44
C 0.12367 -1.41094 3.66508 -0.09 0.07 -0.30
C -0.05961 -2.00894 4.89590 -0.19 -0.17 0.15
C -1.19662 -2.76248 5.12866 0.05 -0.07 0.25
C -2.15951 -2.92295 4.14449 0.15 0.03 0.17
C -1.97768 -2.32793 2.91606 0.06 0.06 -0.10
H -2.71001 -2.44199 2.13407 -0.07 -0.03 -0.03
H -3.04199 -3.51243 4.33985 -0.06 -0.04 0.01
Br -1.43988 -3.58940 6.82774 0.02 0.07 -0.14
H 0.67954 -1.88779 5.67298 0.04 0.01 0.05
H 1.01058 -0.81939 3.49729 0.10 0.08 0.00
C 0.53173 -0.27622 0.99213 -0.40 -0.19 0.29
C 1.72416 -1.20776 1.01165 0.06 0.21 0.08
O 1.64109 -2.40519 0.90600 0.00 -0.02 -0.06
N 2.97529 -0.61388 1.09255 0.60 -0.26 -0.04
C 3.32980 0.71839 1.29732 -0.66 0.07 0.04
O 2.58909 1.64607 1.42559 0.07 0.28 0.05
O 4.65886 0.81729 1.33733 0.20 0.43 0.07
C 5.29374 -0.44146 1.16080 0.30 -0.37 -0.09
H 5.91275 -0.38762 0.26100 -0.10 -0.03 0.14
H 5.93630 -0.62319 2.02575 -0.10 0.01 -0.14
C 4.15671 -1.46148 1.03805 -0.03 -0.37 -0.02
H 4.13566 -2.18254 1.85974 0.04 0.06 -0.14
H 4.17516 -2.01592 0.09675 0.05 0.03 0.14
H 0.70511 0.61424 1.60303 0.04 -0.19 -0.14
C 0.19555 0.10578 -0.47410 -0.21 -0.05 0.11
C 0.26829 1.58925 -0.70362 0.06 0.10 -0.13
C 1.27786 2.13741 -1.48373 -0.20 -0.04 0.12
C 1.35701 3.50329 -1.67938 -0.06 0.26 0.03
C 0.40988 4.31364 -1.08190 0.02 -0.14 -0.03
C -0.60652 3.79591 -0.30032 0.09 0.19 -0.04
C -0.66889 2.42866 -0.11306 0.17 -0.07 -0.13
H -1.45732 2.00799 0.49356 -0.13 -0.05 0.08
H -1.32783 4.45828 0.15089 -0.07 0.09 0.03
F 0.47659 5.64691 -1.27289 -0.01 -0.07 0.02
H 2.13862 3.94169 -2.27931 0.06 0.08 -0.05
H 2.01208 1.49187 -1.94534 0.07 -0.08 -0.04
H 0.86305 -0.41166 -1.17298 -0.04 0.07 0.03
H -0.58237 0.68935 -2.95664 0.08 0.07 -0.01
H -1.43783 0.26927 -5.99477 0.05 0.02 -0.09
H -1.06018 1.72254 -5.06831 0.05 0.07 -0.04
H -2.64876 1.53645 -5.82694 -0.01 0.07 -0.07
```
Positions in Å, forces in eV/Å.

Calculated values
Kohn-Sham gap: 7.62 eV
SMILES: Cc1cccc(C2=NN(c3ccc(Br)cc3)[C@@H](C(=O)N3CCOC3=O)[C@@H]2c2ccc(F)cc2)c1
DFT total energy: -110676.371 eV
lowest unoccupied orbital energy: 0.010 Eh
molecular weight: 522.37 g/mol

[2]
Below is a single C3H7N3O molecule, with properties calculated with ωB97M-V with the def2-TZVPD basis set.

```
14
Properties=species:S:1:pos:R:3:forces:R:3
C -1.75945 -0.55485 -0.46883 -0.07 -0.07 0.02
N 1.22828 1.35789 0.10213 -0.41 -0.04 -0.17
C 1.16096 -0.83415 0.04982 -0.69 0.34 0.02
C -0.08968 1.20969 -0.13155 0.37 -0.38 0.16
O 0.92542 -1.27447 1.35928 -0.05 0.06 -0.09
N 1.96036 0.20228 -0.24826 -0.02 0.01 0.00
N -0.43129 -0.03310 -0.28947 0.88 0.06 0.09
H 1.12530 -0.54028 1.95528 0.04 -0.02 -0.08
H 1.69657 2.23532 -0.05610 -0.08 -0.07 0.04
H 1.27050 -1.72047 -0.57222 -0.04 0.06 0.03
H -0.75653 2.06162 -0.14547 0.00 -0.01 -0.03
H -1.80003 -1.16588 -1.37374 -0.01 0.06 0.05
H -2.50083 0.24507 -0.56069 0.08 -0.04 0.01
H -2.02957 -1.18867 0.37981 0.00 0.04 -0.05
```
Positions in Å, forces in eV/Å.

Calculated values
Kohn-Sham gap: 8.07 eV
ΔE to the lowest compared entry with this formula, charge and spin: 79.6 kcal/mol
DFT total energy: -9739.582 eV
lowest unoccupied orbital energy: 0.030 Eh
molecular weight: 101.11 g/mol

[3]
Below is 5 unconnected molecules or ions with the total composition C28H48NO6P in a non-equilibrium geometry, with properties calculated with ωB97M-V with the def2-TZVPD basis set.

```
84
Properties=species:S:1:pos:R:3:forces:R:3
C -2.05958 -3.12361 -0.22362 -0.81 -0.35 0.95
C -1.80214 -4.66957 -0.78452 0.83 0.96 1.09
P -1.27162 -4.60718 -2.61879 -1.71 -0.02 -1.21
C -0.03628 -5.98741 -3.08465 2.06 -0.54 0.49
C 1.54597 -5.59444 -2.91023 1.01 -0.96 0.15
C -0.65988 -2.86420 -3.10418 0.17 3.78 -1.78
C -1.41723 -1.93090 -4.03150 2.01 -1.69 2.27
C -0.83976 -0.40141 -4.36927 -1.86 3.33 -1.60
O -1.61177 0.58970 -4.86644 4.76 -6.47 3.11
C 0.78855 -0.14484 -4.10305 1.58 -2.92 2.37
C 1.57694 -1.05835 -3.20634 -2.57 1.33 -1.77
C 3.18880 -0.93172 -2.90858 -0.22 0.30 0.04
C 3.56673 -0.09004 -1.54512 0.32 -2.34 3.59
N 3.69867 -0.75703 -0.32437 -0.64 2.60 -5.97
C 0.75146 -2.29762 -2.47279 1.82 -1.10 4.25
O 1.23967 -2.81430 -1.31189 -2.90 3.03 -7.24
H -1.07708 -2.63412 0.21146 -1.95 -1.05 -1.29
H -2.60418 -2.43419 -1.01346 1.30 -1.43 1.60
H -2.81439 -3.20184 0.69791 1.62 0.17 -2.04
H -2.81021 -5.28228 -0.73439 2.28 1.18 -0.16
H -0.93219 -5.15538 -0.15670 -1.96 0.81 -1.02
H -0.17897 -6.36905 -4.19002 -0.09 0.99 2.27
H -0.23871 -6.90452 -2.35482 0.19 2.00 -1.53
H 1.91255 -4.73129 -3.62349 -0.97 -1.60 1.49
H 1.83765 -5.34668 -1.78885 -0.82 -0.28 -2.43
H 2.21115 -6.54326 -3.19650 -1.46 1.97 0.51
H -2.45954 -2.25736 -4.51021 2.53 0.87 1.23
H 1.38657 0.72671 -4.61651 -1.74 -1.71 1.02
H 3.69672 -0.40422 -3.83965 -1.11 -1.18 1.92
H 3.63351 -2.02123 -2.75546 -1.05 2.34 -0.46
H 3.77530 1.08083 -1.56429 -0.67 -2.64 -0.10
H 3.50263 -1.75867 -0.54602 -0.01 0.74 0.32
C 4.01983 0.37916 3.22609 -0.59 -0.01 -0.32
C 4.93124 1.39817 3.85989 0.40 0.42 -0.15
C 5.24428 0.75681 5.19417 0.03 -0.15 0.43
O 5.20008 -0.66275 4.99412 -0.10 0.31 -0.17
C 4.61694 -0.92412 3.71003 0.23 -0.36 -0.04
H 3.97373 0.44823 2.13633 0.00 -0.14 0.14
H 3.00331 0.49397 3.62086 0.05 -0.03 -0.05
H 5.84864 1.49450 3.26729 -0.08 0.04 0.06
H 4.48183 2.38959 3.95802 0.06 -0.08 0.03
H 4.48893 1.01215 5.94491 0.03 0.11 0.03
H 6.22781 1.04421 5.57697 -0.08 -0.14 0.02
H 5.41642 -1.26565 3.04353 -0.10 -0.02 -0.09
H 3.87230 -1.71999 3.79825 0.12 0.03 0.08
C -5.91187 0.23729 -2.27241 -0.61 -0.03 -0.26
C -5.00046 1.25629 -1.63862 0.42 0.39 -0.18
C -4.68742 0.61494 -0.30433 0.15 0.01 0.34
O -4.73162 -0.80462 -0.50439 -0.17 0.10 -0.38
C -5.31476 -1.06599 -1.78847 0.22 -0.35 0.14
H -5.95797 0.30636 -3.36218 0.00 -0.04 0.11
H -6.92839 0.35210 -1.87765 0.08 -0.04 -0.08
H -4.08306 1.35263 -2.23122 -0.08 0.04 0.05
H -5.44987 2.24772 -1.54048 0.06 -0.10 0.01
H -5.44277 0.87028 0.44641 0.11 0.10 0.04
H -3.70389 0.90234 0.07846 -0.29 -0.20 -0.02
H -4.51528 -1.40752 -2.45498 -0.04 -0.05 -0.13
H -6.05940 -1.86187 -1.70026 0.12 0.01 0.07
C -1.62167 2.68068 3.36412 0.64 -0.12 -0.02
C -2.58203 3.81925 3.13586 -0.27 0.48 0.34
C -3.39454 3.31788 1.96193 -0.18 -0.09 -0.39
O -3.43398 1.88777 2.06363 0.33 0.38 0.43
C -2.48053 1.47469 3.05233 -0.27 -0.37 0.10
H -1.20158 2.65551 4.37277 -0.04 -0.03 -0.11
H -0.79331 2.74471 2.64854 -0.10 -0.03 0.11
H -3.22849 3.94053 4.01305 0.06 0.04 -0.11
H -2.09139 4.77557 2.93779 -0.08 -0.09 0.00
H -2.91640 3.57214 1.01004 -0.01 0.12 -0.03
H -4.41376 3.71490 1.95747 0.05 -0.14 -0.05
H -3.03753 1.14537 3.93626 0.10 -0.05 0.03
H -1.89769 0.63094 2.67275 -0.15 0.03 -0.05
C 0.82784 3.79878 0.41058 -0.61 -0.15 -0.17
C 1.80767 3.38353 1.47747 0.23 0.20 0.59
C 2.89670 2.71706 0.66539 0.22 -0.42 -0.09
O 2.91752 3.36512 -0.61395 -0.24 0.04 0.14
C 1.74525 4.18346 -0.72944 0.24 0.27 -0.32
H 0.16368 4.61124 0.71597 0.06 -0.06 -0.07
H 0.20993 2.94085 0.11993 0.01 0.10 0.01
H 2.20724 4.27224 1.98007 -0.04 -0.11 0.01
H 1.37827 2.72521 2.23690 0.13 0.04 -0.09
H 2.67667 1.65714 0.49952 0.05 0.00 0.15
H 3.88065 2.79969 1.13600 -0.03 0.00 -0.15
H 2.05936 5.22989 -0.64982 -0.10 0.03 -0.04
H 1.28417 4.03108 -1.70918 0.14 -0.02 0.04
```
Positions in Å, forces in eV/Å.

Calculated values
Kohn-Sham gap: 5.94 eV
SMILES: [H]/N=C\CC1=CC(=O)C=C(P(CC)CC)C1=O.C1CCOC1.C1CCOC1.C1CCOC1.C1CCOC1
DFT total energy: -52866.492 eV
lowest unoccupied orbital energy: -0.075 Eh
molecular weight: 525.67 g/mol